# 1
DFT (ωB97M-V with the def2-TZVPD basis set) results for 2 unconnected molecules or ions with the total composition C5H10N2OS at a distorted geometry.

## Properties
- 2S+1 = 1
- energy above the lowest of the compared OMol25 structures with the same formula, charge and spin (kJ/mol) = 382.3
- F_max (eV/Å) = 4.703
- orbital gap (alpha / beta) (eV) = 7.09 / 7.18

Cartesian coordinates (Å):
C (-0.47165, -1.33824, 0.90726)
C (-0.07315, -0.05703, -1.26578)
C (1.65931, 0.56655, -2.54515)
C (-0.44139, -0.02857, 0.22387)
C (-1.40745, -1.41305, 2.13496)
N (-0.62869, 2.27006, 0.24298)
N (-0.78533, 1.13940, 0.80401)
O (0.11079, -2.36762, 0.53422)
S (2.39492, -0.86658, -3.05236)
H (-0.67267, 0.63159, -1.83371)
H (-0.18998, -1.08254, -1.71701)
H (2.32575, 1.26031, -1.93581)
H (-1.84755, -2.47876, 2.29080)
H (-2.24348, -0.72363, 2.17888)
H (-0.85029, -1.22769, 2.99447)
H (1.14806, 1.05337, -3.30473)
H (-1.03156, 2.94659, 0.89821)
H (-0.96400, 1.04471, 1.74819)
H (3.22227, -0.97363, -2.06198)


# 2
DFT (ωB97M-V with the def2-TZVPD basis set) results for C5H13NO in the gas phase at a distorted geometry.

## Properties
- 2S+1 = 1
- energy above the lowest of the compared OMol25 structures with the same formula, charge and spin (kJ/mol) = 172.1
- F_max (eV/Å) = 2.138
- orbital gap (eV) = 9.85
- SMILES = CCCCNCO

Cartesian coordinates (Å):
C (-2.03622, 0.55647, -1.36241)
C (-2.08541, -0.46569, -0.20842)
C (-0.79899, -0.66635, 0.61785)
C (0.25674, 0.41118, 0.55359)
N (1.52721, 0.08885, 1.13056)
C (2.69060, 0.37979, 0.36463)
O (2.90984, -0.53455, -0.67646)
H (-2.01265, 0.12155, -2.35402)
H (-1.21285, 1.25890, -1.41477)
H (-2.88694, 1.23304, -1.35266)
H (-2.91490, -0.14679, 0.42372)
H (-2.48161, -1.46386, -0.39051)
H (-0.38412, -1.69123, 0.30658)
H (-1.17059, -0.79625, 1.62766)
H (0.35184, 0.67426, -0.49593)
H (-0.24885, 1.32674, 0.98512)
H (1.58962, -0.76119, 1.66481)
H (2.62942, 1.43832, 0.02145)
H (3.62785, 0.46576, 0.98233)
H (2.65000, -1.42895, -0.42311)


# 3
DFT (ωB97M-V with the def2-TZVPD basis set) results for a molecular structure, C17H14BrClIrO2 at a distorted geometry.

## Properties
- 2S+1 = 5
- total charge = -1
- energy above the lowest of the compared OMol25 structures with the same formula, charge and spin (kJ/mol) = 0.0
- F_max (eV/Å) = 5.298
- orbital gap (alpha / beta) (eV) = 4.57 / 6.22

Cartesian coordinates (Å):
C (-2.36468, -0.93484, 0.05425)
C (-1.63309, -1.20975, -1.16248)
C (-1.26746, 0.03213, -1.74556)
H (-1.42656, -2.20066, -1.56571)
C (-1.67718, 1.08420, -0.88213)
C (-2.41132, 0.50468, 0.21555)
H (-2.91476, 1.04627, 1.01243)
H (-2.78962, -1.66059, 0.74369)
H (-0.76011, 0.16564, -2.69728)
H (-1.51135, 2.15798, -1.03052)
Ir (-0.41086, -0.25236, 0.41891)
Cl (0.29892, -2.15902, 1.41783)
C (1.64370, 0.07222, 0.18587)
C (1.61626, 1.40797, -0.49689)
C (1.83652, 1.23472, -1.85079)
H (1.40825, 2.31952, 0.05337)
C (2.10799, -0.17987, -2.10625)
C (2.05058, -0.86196, -0.91576)
H (2.22817, -1.91981, -0.72274)
H (2.05632, -0.01699, 1.19720)
H (1.78838, 2.00534, -2.61222)
H (2.30738, -0.59392, -3.09111)
Br (2.05380, 2.48145, 3.10767)
C (0.87024, 1.99904, 4.50573)
C (1.17116, 2.49288, 5.78084)
C (0.41178, 2.12240, 6.90648)
C (-0.66671, 1.24398, 6.74878)
C (-0.99276, 0.76615, 5.48513)
C (-0.26349, 1.15258, 4.35244)
C (-0.80213, 0.65084, 3.05094)
O (-1.81366, -0.06913, 3.00486)
O (-0.12984, 1.04209, 1.99452)
H (2.01619, 3.16752, 5.89714)
H (0.67793, 2.52212, 7.88452)
H (-1.25610, 0.92566, 7.61226)
H (-1.83141, 0.09273, 5.33141)


Repeat the second record exactly.
DFT (ωB97M-V with the def2-TZVPD basis set) results for C5H13NO in the gas phase at a distorted geometry.

## Properties
- 2S+1 = 1
- energy above the lowest of the compared OMol25 structures with the same formula, charge and spin (kJ/mol) = 172.1
- F_max (eV/Å) = 2.138
- orbital gap (eV) = 9.85
- SMILES = CCCCNCO

Cartesian coordinates (Å):
C (-2.03622, 0.55647, -1.36241)
C (-2.08541, -0.46569, -0.20842)
C (-0.79899, -0.66635, 0.61785)
C (0.25674, 0.41118, 0.55359)
N (1.52721, 0.08885, 1.13056)
C (2.69060, 0.37979, 0.36463)
O (2.90984, -0.53455, -0.67646)
H (-2.01265, 0.12155, -2.35402)
H (-1.21285, 1.25890, -1.41477)
H (-2.88694, 1.23304, -1.35266)
H (-2.91490, -0.14679, 0.42372)
H (-2.48161, -1.46386, -0.39051)
H (-0.38412, -1.69123, 0.30658)
H (-1.17059, -0.79625, 1.62766)
H (0.35184, 0.67426, -0.49593)
H (-0.24885, 1.32674, 0.98512)
H (1.58962, -0.76119, 1.66481)
H (2.62942, 1.43832, 0.02145)
H (3.62785, 0.46576, 0.98233)
H (2.65000, -1.42895, -0.42311)


Number 2 is which compound?
C5H13NO


What is the energy above the lowest of the compared OMol25 structures with the same formula, charge and spin in the second record?
172.1 kJ/mol